DFT (ωB97M-V/def2-TZVPD) results for 3 unconnected molecules or ions with the total composition C3H10O4 at a distorted geometry.

CARTESIAN COORDINATES (ANGSTROEM)
O  -0.6184  -1.4456  0.1505
H  -2.1644  0.8926  1.3054
H  1.0357  3.6469  1.3020
H  -1.5280  -1.1081  0.2093
H  3.0974  -2.2608  -1.1736
O  0.3871  3.1881  1.8352
H  2.8309  -1.3168  0.1449
O  -2.8226  0.6280  0.6762
H  0.7242  -1.9027  -2.1268
H  1.6628  -0.4305  -1.9269
C  1.2269  -1.2742  -1.4004
H  0.4983  3.4385  2.7580
O  -0.2624  0.5156  -0.8424
C  2.2537  -1.9523  -0.5306
H  -2.4652  0.9084  -0.1907
C  0.0866  -0.6040  -0.6249
H  2.0034  -2.8629  0.0063

Computed properties:
HOMO energy: -0.3783 Eh
structure (SMILES): CCC(=O)O.O.O
spin multiplicity: 1
largest force on an atom: 0.0450 hartree/bohr
net charge: 0
relative energy (zero: lowest compared OMol25 entry of this formula, charge and spin): 6.0 kcal/mol

***

DFT (ωB97M-V/def2-TZVPD) results for C3H8SSi in the gas phase at a distorted geometry.

CARTESIAN COORDINATES (ANGSTROEM)
H  -1.5749  -1.4966  -0.2906
H  -1.7443  1.1842  -0.0302
H  1.1275  -2.0187  -1.2943
H  0.6300  2.2878  -0.3864
H  -0.9975  0.7485  -1.4445
H  0.2463  1.5484  1.2749
S  2.0049  0.5156  -0.0030
Si  1.0820  -1.3519  -0.1176
C  -0.8243  -0.8137  0.1667
H  1.7296  -2.0942  1.0830
H  -1.2578  -0.6845  1.2580
C  0.4310  1.4323  0.1742
C  -0.8525  0.7428  -0.3903

Computed properties:
HOMO energy: -0.3292 Eh
structure (SMILES): C1C[SiH2]SC1
spin multiplicity: 1
largest force on an atom: 0.0936 hartree/bohr
net charge: 0
relative energy (zero: lowest compared OMol25 entry of this formula, charge and spin): 12.6 kcal/mol

***

DFT (ωB97M-V/def2-TZVPD) results for C4H12N2S2 in the gas phase at a distorted geometry.

CARTESIAN COORDINATES (ANGSTROEM)
H  0.4773  2.4956  0.8987
S  1.2963  -2.8959  -3.1048
C  0.0095  -0.1003  0.0271
H  1.7441  -3.7455  -2.1750
N  -0.7912  0.6449  2.2407
H  -0.2527  -2.1619  -0.6249
C  -0.8023  -0.4494  1.2558
H  0.0950  3.2133  -0.6751
S  1.4349  -1.1385  -2.0466
H  -1.3880  0.3884  3.0182
H  -1.3190  1.3949  -0.4027
H  1.5124  2.1951  -0.5188
H  0.1510  0.7423  2.6066
H  -0.5198  -1.4049  1.7094
H  1.0476  0.0265  0.3426
N  -0.3423  1.1929  -0.5801
C  0.4753  2.3207  -0.1838
C  -0.0839  -1.1798  -1.0524
H  -0.8981  -0.9114  -1.7225
H  -1.8463  -0.6269  0.9875

Computed properties:
HOMO energy: -0.3197 Eh
structure (SMILES): CN[C@@H](CN)CSS
spin multiplicity: 1
largest force on an atom: 0.0196 hartree/bohr
net charge: 0
relative energy (zero: lowest compared OMol25 entry of this formula, charge and spin): 7.5 kcal/mol

***

DFT (ωB97M-V/def2-TZVPD) results for a gas-phase ion, C2H8N3 (charge +1) at a distorted geometry.

CARTESIAN COORDINATES (ANGSTROEM)
C  -0.4771  -0.1926  -0.3675
C  0.3017  -1.3114  0.2957
H  1.5511  1.6099  -0.2846
N  0.7047  0.0548  0.4604
H  2.6908  0.4094  0.2039
H  -0.0198  -1.9682  1.1028
H  -2.4967  0.2203  -0.4461
H  1.1195  -1.6923  -0.3670
H  -1.4376  1.4320  -0.1766
H  -0.2200  -0.0594  -1.4301
H  -1.7718  0.3829  1.1852
N  -1.6919  0.5097  0.1698
N  1.7473  0.6049  -0.3459

Computed properties:
HOMO energy: -0.4839 Eh
structure (SMILES): NN1C[C@H]1[NH3+]
spin multiplicity: 1
largest force on an atom: 0.0656 hartree/bohr
net charge: +1
relative energy (zero: lowest compared OMol25 entry of this formula, charge and spin): 102.1 kcal/mol

***

DFT (ωB97M-V/def2-TZVPD) results for 13 unconnected molecules or ions with the total composition C44H61Cl8F27O18 at a distorted geometry.

CARTESIAN COORDINATES (ANGSTROEM)
C  3.5987  -5.1191  -0.3333
H  -2.0375  -0.3893  -1.1246
H  -4.4175  -6.1798  -4.8459
O  -3.3096  3.3412  5.0575
H  4.1940  6.9607  1.5009
O  -0.6769  4.8062  -4.8118
H  -6.7248  6.5383  2.9315
H  5.0743  0.9408  -1.5402
F  -3.6075  6.3363  -0.3246
H  -3.2383  -5.0735  -5.4049
H  4.3348  0.4458  1.3552
Cl  1.7089  -2.6066  6.2605
H  -7.8173  4.5460  1.4118
H  -4.2812  -4.7735  -3.1189
H  -3.2806  -6.2459  0.7152
C  4.1743  -2.6015  5.0440
F  -1.1227  0.7256  4.0287
C  -4.9076  5.4124  1.5669
H  4.4122  -4.5000  1.6116
C  -0.9170  2.3512  0.8481
C  1.8359  -6.7768  4.8285
F  -3.4956  4.2568  -0.0302
O  4.7882  -5.8050  -0.6552
H  3.8508  -0.6265  0.0097
H  3.2294  5.5575  1.5197
F  1.1390  -5.2154  -2.7363
H  -3.5988  -6.1981  -2.5775
C  -2.9993  -0.8098  -1.4181
H  -2.6558  -6.6667  -4.9409
C  0.0774  1.3138  0.5570
H  2.7588  -5.6583  0.1047
H  3.8622  -3.5604  6.8897
O  -0.4811  0.1262  1.0975
H  -8.3656  5.8538  0.3701
C  -1.1807  3.7184  -4.0549
H  0.3590  4.9325  2.6556
C  4.2767  2.5477  -5.7252
H  3.2414  -5.8754  3.4456
C  -3.3781  -5.8884  -4.6946
Cl  1.4405  -6.8012  2.1809
O  -1.1035  3.4062  4.2230
H  4.3758  -1.6534  5.5426
O  0.7142  3.4604  -6.1134
F  6.7936  -6.6786  -2.2490
H  -0.9862  5.1779  5.3254
H  -2.4555  4.9351  -3.0295
C  -1.1662  -5.2866  -2.2124
F  0.5058  -2.4024  3.1167
F  0.4136  -3.9763  -1.1025
F  0.0204  7.1355  -1.9159
H  -2.1442  -5.3045  1.5928
H  -0.4814  2.9021  -3.8740
C  -5.9732  -4.0158  -0.4187
C  1.7176  1.3498  -3.3003
C  -3.5950  5.3895  0.6558
H  4.7531  -3.3448  0.4984
C  -2.2855  2.7856  4.5560
Cl  6.1132  -0.8615  0.5035
H  3.2107  -4.5998  -1.2096
C  -2.7912  -6.1767  1.6867
H  -3.1356  -1.5780  0.6550
F  1.0653  -0.7714  -4.2525
H  4.8039  1.6274  -5.9765
C  0.2701  -0.9531  1.2816
O  -4.9333  4.8576  2.6413
C  4.7726  -7.0745  -1.1209
H  3.7795  1.6139  -0.7440
H  -2.7943  -1.7204  -1.9810
C  -2.0380  -7.5020  1.9401
C  -2.3206  1.2349  4.3980
H  1.2040  4.9127  4.1905
H  4.2912  2.2623  -3.5373
O  3.7406  -7.7963  -1.0638
C  0.3526  7.3541  -0.6287
H  2.3039  -6.3349  5.7081
H  4.1580  5.1095  -0.8213
C  -1.5618  4.3771  -2.7503
H  5.1424  -3.0621  4.8472
H  0.7740  -6.7034  5.0633
C  -6.9881  6.5178  1.8740
H  -1.0513  2.4967  1.9199
C  3.6094  2.4623  -4.3639
H  3.0986  -4.3854  5.6089
C  2.1674  -5.9886  3.5929
H  -1.5610  -7.4666  2.9195
C  3.5882  6.3351  0.8454
F  -2.5636  5.5707  1.4529
H  0.0441  1.2582  -0.5311
F  -3.2514  0.9297  3.4793
F  -5.9087  -4.8669  0.6717
C  -3.3859  -5.3782  -3.2635
O  1.6922  2.1622  -2.3780
H  -1.7695  5.3804  3.7849
H  1.1206  1.5114  0.8034
H  -7.2651  7.5111  1.5209
H  3.1134  -3.5620  0.9724
H  4.8050  6.6610  -0.9669
F  0.0319  -3.4379  -3.1113
H  -1.2936  -7.5588  1.1459
H  -3.4596  -0.1050  -2.1106
C  4.0040  -4.1164  0.6766
H  -8.9886  5.6942  2.0416
H  5.4874  5.5612  0.2634
F  6.1510  -8.7445  -1.9172
C  0.1103  -4.4700  -2.2762
C  3.3231  -3.3783  5.9600
C  0.4558  5.8080  -6.7146
F  6.9025  -7.5045  -0.3414
F  1.7498  6.0006  -7.0138
C  -4.6283  -3.2781  -0.3184
O  -5.7648  6.3814  1.1910
C  1.4180  6.4073  -0.0985
F  0.9790  -0.6774  -2.1797
Cl  -3.0743  -8.9245  1.8919
O  2.4646  7.0136  0.4149
H  1.7573  -4.9788  3.6069
F  -0.7343  7.2084  0.1342
C  -3.6894  -1.0382  -0.1131
C  -0.9700  4.8384  4.2898
C  0.8090  0.0406  -3.2699
O  1.2457  5.1937  -0.2287
H  3.4187  2.6839  -6.3834
Cl  3.4702  -2.3741  3.5212
C  -8.1141  5.5948  1.3986
F  -2.6638  0.6462  5.5420
Cl  -3.9729  -5.6823  2.9422
Cl  5.5879  2.5796  0.2788
F  -6.0778  -4.7127  -1.5481
O  -1.2566  -6.2423  -1.4478
H  0.3642  6.3925  3.5981
F  0.7610  8.6882  -0.5285
C  -0.3863  -1.9982  2.1760
O  -4.7929  -1.8894  -0.3185
H  -0.7494  4.9881  -2.3569
H  -0.6739  3.3348  0.4462
F  -0.6272  -3.0720  1.4015
C  4.7779  1.2313  -0.5323
F  -1.5319  -1.5084  2.6943
H  4.9833  3.3754  -5.7867
C  6.1848  -7.5164  -1.4262
H  -4.1128  -0.1604  0.3750
O  -2.1816  -4.7015  -2.9369
C  4.6089  0.0689  0.3699
F  -0.2214  5.6314  -7.8217
C  0.3256  5.3062  3.6789
C  4.5706  5.9122  -0.2102
F  0.0058  6.8923  -6.1541
H  -2.0675  3.3119  -4.5412
C  0.2314  4.5654  -5.8242
O  2.7302  1.3528  -4.3251
Cl  2.4400  -8.4827  4.8920
H  -1.8272  2.0812  0.3127
F  -6.9945  -3.1837  -0.3192
O  1.3559  -1.2159  0.6990
F  -0.4653  0.4439  -3.3168
H  3.0831  3.3614  -4.0434
O  -3.5331  -3.8636  -0.1671
H  -1.8039  3.6423  -1.9825

Computed properties:
HOMO energy (spin up / spin down): -0.0291 / -0.2082 Eh
spin multiplicity: 2
largest force on an atom: 0.1195 hartree/bohr
expectation value of S²: 0.753
net charge: -1

***

Look up the spin multiplicity of the fourth one. 1

***

net charge of number 4 (C2H8N3)? +1